Record 1
Entry from the Open Molecules 2025 dataset: a molecular structure, C24H22AuBrIN4 (ωB97M-V/def2-TZVPD).

```
! RIJCOSX wB97M-V def2-TZVPD def2/J DEFGRID3
* xyz 3 1
H 2.244 2.445 7.839
Au 0.088 0.128 0.395
H -5.000 -0.379 1.948
C 1.692 1.506 4.622
C -4.801 -0.911 -0.142
C -0.568 4.288 -2.188
C -1.596 -0.864 -2.131
I 0.083 0.976 3.343
C -2.996 -0.209 1.234
C -4.344 -0.490 1.100
H 1.283 -5.769 0.190
C 0.494 -2.782 1.543
N -0.191 -0.543 -1.880
C 2.983 1.528 4.146
N -2.162 -0.333 0.215
C 1.021 -3.920 -0.863
C -3.910 -1.033 -1.190
H -0.091 0.619 -3.643
N 0.487 -2.018 0.454
H 4.562 2.490 6.991
H 1.723 -1.355 -2.141
C 1.405 1.833 5.959
Br -0.363 1.798 6.630
C -2.564 -0.730 -0.978
C -0.776 4.330 -0.816
C 0.711 -2.571 -0.746
H -5.848 -1.141 -0.287
H -1.979 -0.225 -2.935
C 2.456 2.190 6.809
H -1.678 -1.896 -2.490
H 3.205 1.276 3.120
H 0.735 -4.728 2.401
H 0.292 -2.286 2.480
H 0.433 -2.321 -2.840
H -2.575 0.124 2.173
H -0.674 5.176 -2.794
C 3.752 2.213 6.333
C 0.697 -1.700 -1.974
H -1.065 5.243 -0.321
C -0.102 1.944 -1.978
C -0.589 3.171 -0.083
C 1.047 -4.718 0.268
C 0.752 -4.140 1.497
H -0.065 3.008 -3.837
C -0.232 3.077 -2.772
H 5.035 1.899 4.637
H 1.245 -4.336 -1.835
N -0.248 2.016 -0.649
H -4.237 -1.358 -2.168
H -0.708 3.165 0.989
H 1.372 0.605 -2.671
C 4.021 1.882 5.007
C 0.279 0.632 -2.610
*
```

Summary:
- DFT total energy (a.u.) = -4153.1162
- orbital gap (spin up / spin down) (eV) = 3.206 / 3.204
- HOMO energy (spin up / spin down) (eV) = -16.252 / -16.252

=====

Record 2
Entry from the Open Molecules 2025 dataset: a molecular structure, C24H22BEuN8O2S (ωB97M-V/def2-TZVPD).

```
! RIJCOSX wB97M-V def2-TZVPD def2/J DEFGRID3
* xyz -1 8
C 1.878 3.000 -0.428
C -1.302 2.549 3.960
C 1.954 -1.519 -1.664
H 2.034 4.837 -3.226
H 3.961 -1.014 -2.327
N -0.249 -2.351 -0.940
C -2.229 -2.999 2.581
H 0.719 -2.648 2.644
N -2.108 0.193 0.146
C 1.618 -2.910 -4.125
C 2.819 2.819 -3.029
H 1.500 -3.311 -5.146
H -1.605 0.370 -1.940
C 1.676 4.063 -1.308
C -1.630 -3.757 -2.292
S 2.829 0.345 0.136
C 0.590 -3.005 -3.204
C -0.670 -3.757 -3.322
H 1.054 4.937 -1.002
C -2.959 2.270 0.416
C 2.194 3.985 -2.599
H -2.950 -0.792 4.981
C -2.815 -1.381 4.094
O 4.260 0.038 0.284
N -2.507 -0.830 2.862
Eu 0.090 -0.965 1.083
O 2.097 0.675 1.364
H -3.497 3.067 0.884
B -2.867 0.713 2.567
C 0.081 2.801 3.854
N -2.362 -1.828 1.911
H 1.687 1.265 3.262
H 3.218 2.763 -4.041
C -2.498 -2.771 3.994
H 1.531 3.025 0.574
N -2.726 1.076 1.060
H 0.679 3.693 3.947
H -3.910 1.072 2.969
H -2.459 -3.470 4.794
H 3.644 -2.333 -4.447
C 0.696 -2.252 -1.948
H -2.090 -2.997 -0.252
C -1.934 0.873 -1.033
H -1.944 -3.929 2.141
C -1.415 -2.956 -1.110
N -0.361 0.805 2.860
H -2.235 3.010 -1.549
C 2.825 -2.319 -3.747
N 1.908 -0.917 -0.445
C 0.644 1.616 3.332
H -2.615 -4.280 -2.390
H -2.059 3.159 4.374
H -0.814 -4.345 -4.200
N -1.555 1.366 3.364
H 3.784 0.998 -2.311
C 3.068 -1.634 -2.544
C 2.603 1.879 -0.850
C 3.120 1.830 -2.125
C -2.398 2.177 -0.896
*
```

Summary:
- DFT total energy (a.u.) = -2649.6778
- orbital gap (spin up / spin down) (eV) = 4.045 / 6.599
- HOMO energy (spin up / spin down) (eV) = -1.724 / -4.070

=====

Record 3
Entry from the Open Molecules 2025 dataset: a molecular structure, C24H22BrIN3OTi (ωB97M-V/def2-TZVPD).

```
! RIJCOSX wB97M-V def2-TZVPD def2/J DEFGRID3
* xyz 1 3
C -2.893 2.203 0.147
C -2.472 -0.305 -2.507
C -4.738 -0.313 -3.270
C 4.910 0.889 2.112
H 3.667 -0.233 -1.698
H -0.490 3.370 -0.393
C 2.947 0.332 -1.085
H 3.093 -2.291 -0.839
C 4.160 0.285 1.119
I -0.530 0.607 -2.483
C -2.700 -1.487 -1.826
H 2.058 -4.651 0.543
H 5.284 0.296 2.933
C -0.413 2.675 0.456
H -4.133 -2.941 -1.224
C 3.690 1.028 0.039
H -3.297 1.197 -3.782
N -1.380 0.538 1.004
Br -1.232 -2.443 -1.009
H -5.961 -1.911 -2.548
C 2.264 -1.814 -0.311
H -3.044 3.185 -0.274
C 5.196 2.243 2.039
H -5.515 0.110 -3.886
H 3.561 2.989 -0.824
C 1.505 -2.524 0.636
H 2.451 1.069 -1.732
H -0.342 3.268 1.378
H 4.910 4.051 0.934
N 1.973 -0.548 -0.496
C -3.969 1.325 0.273
C 1.479 -3.876 1.006
H -2.246 -1.210 1.723
C -1.635 1.790 0.527
O 0.731 1.832 0.330
C -3.969 -2.044 -1.798
C -3.491 0.289 -3.231
H 0.330 -4.858 2.614
H -0.590 -2.382 3.076
C -3.734 0.086 0.873
H -4.957 1.603 -0.048
C 0.595 -3.972 2.071
H 5.804 2.718 2.793
C 0.100 -2.690 2.306
H -4.548 -0.601 1.048
H 3.957 -0.778 1.179
Ti 0.253 -0.275 0.364
C -4.983 -1.461 -2.535
H 1.536 2.308 0.600
N 0.635 -1.805 1.451
C 4.694 2.995 0.991
C 3.932 2.397 0.001
C -2.454 -0.264 1.232
*
```

Summary:
- DFT total energy (a.u.) = -4888.2328
- orbital gap (spin up / spin down) (eV) = 5.857 / 7.763
- HOMO energy (spin up / spin down) (eV) = -8.883 / -10.700

=====

Record 4
Entry from the Open Molecules 2025 dataset: a molecular structure, C24H22Cl2F2MnN5O2S (ωB97M-V/def2-TZVPD).

```
! RIJCOSX wB97M-V def2-TZVPD def2/J DEFGRID3
* xyz -1 2
H 0.536 -3.606 4.858
N -3.455 0.450 -0.557
C 0.762 0.531 -2.974
H -4.857 -0.989 -0.018
H -3.152 -1.299 -1.683
H -1.720 2.017 2.559
C -2.299 2.753 2.009
H -3.717 0.121 -2.588
H -3.479 3.940 0.025
H -4.485 2.584 -0.503
F 4.757 -2.678 -2.542
H -4.945 0.521 0.905
C -0.329 -1.078 2.811
H 4.688 3.716 -1.402
H -0.752 1.568 0.655
C 2.724 -1.974 -1.559
C -1.996 -2.757 0.190
N -1.298 0.846 0.189
C -3.060 -0.216 -1.780
H -1.607 3.489 1.576
N -1.087 -2.098 -0.144
H -2.942 3.277 2.716
C 1.899 -1.821 -0.438
C 3.876 3.072 -1.703
F 4.154 -3.308 2.055
H -1.074 -0.315 2.654
H -2.030 0.026 -2.024
H 2.245 -3.841 3.075
C 1.516 -3.047 3.040
C 1.802 1.391 -2.495
Mn 0.238 -0.657 -0.275
O 1.418 0.895 -0.175
C 3.663 -2.874 0.862
H 0.604 0.579 -4.066
N -3.130 2.113 1.016
Cl 3.550 2.544 0.925
H 2.404 -1.650 -2.542
O 0.057 -0.270 -2.317
H -4.810 3.370 1.049
Cl 4.483 3.845 -4.229
C -0.385 -1.900 3.919
N 0.590 -1.187 1.856
H 5.473 -3.430 -0.158
C 2.396 -2.313 0.792
C -4.774 0.100 -0.081
H -1.169 -1.772 4.651
C 2.544 2.115 -3.454
C 3.162 2.378 -0.756
C -2.559 1.108 0.215
C 0.562 -2.913 4.027
H 2.303 2.010 -4.504
S -3.333 -3.612 0.613
C -4.024 3.049 0.362
C 4.488 -3.001 -0.236
C 3.973 -2.546 -1.438
C 3.558 2.939 -3.061
C 1.508 -2.169 1.954
C 2.076 1.503 -1.087
H -5.542 0.473 -0.767
*
```

Summary:
- DFT total energy (a.u.) = -4021.4346
- orbital gap (spin up / spin down) (eV) = 6.646 / 6.043
- HOMO energy (spin up / spin down) (eV) = -4.221 / -3.624

=====

Record 5
Entry from the Open Molecules 2025 dataset: a single C24H22N2O8 molecule (ωB97M-V/def2-TZVPD).

```
! RIJCOSX wB97M-V def2-TZVPD def2/J DEFGRID3
* xyz 0 1
H -1.456 -2.324 2.825
C 0.867 1.531 0.452
H -3.995 -2.291 -0.878
C -1.838 -2.001 0.750
H -2.897 1.775 2.126
H -5.064 -1.776 0.447
H 0.956 1.623 -2.762
H 3.339 2.915 2.288
H 0.535 -1.662 -1.636
C 2.059 2.187 0.756
C 1.150 2.078 -1.790
H -5.010 -0.920 -3.028
H -4.080 0.356 -3.839
O 2.921 2.636 -0.229
C 1.594 1.955 3.098
C 3.223 0.671 -1.663
C -3.712 0.893 0.382
C -4.078 -1.628 -0.007
H 1.881 2.120 4.125
H 1.017 -2.226 2.565
H -0.221 0.928 3.591
C 0.364 -2.127 1.711
O -3.170 -2.016 1.012
C 0.053 1.084 1.483
C -1.002 -2.175 1.858
C -4.071 -0.370 -3.031
O 2.820 -2.184 -0.905
H -0.857 0.572 1.218
H 0.772 3.109 -1.774
C -3.887 0.341 -1.741
C 2.414 2.401 2.081
C 2.387 -1.831 0.313
H 4.439 1.124 -0.098
H 4.733 -2.947 -0.712
O 3.134 -1.434 1.179
N 4.153 0.364 -0.710
C -3.663 1.052 1.855
H 4.341 -2.028 -2.209
H -3.456 0.095 2.326
C 4.832 -0.836 -0.486
O -3.586 1.983 -0.389
C 4.217 -2.072 -1.123
O 5.870 -0.840 0.114
C -1.274 -1.823 -0.511
H -1.893 -1.683 -1.381
C 0.927 -1.946 0.447
H 3.166 2.742 -2.225
H -4.622 1.422 2.218
C -3.904 -0.202 -0.423
C 2.657 2.095 -1.501
N -3.700 1.632 -1.692
H -3.260 -1.077 -3.202
C 0.098 -1.810 -0.661
O 0.468 1.298 -0.838
C 0.417 1.288 2.799
O 2.891 -0.042 -2.576
*
```

Summary:
- DFT total energy (a.u.) = -1639.1941
- SMILES string = Cc1noc(C)c1COc1ccc(C(=O)OCC(=O)NC(=O)[C@H]2COc3ccccc3O2)cc1
- orbital gap (eV) = 9.200
- HOMO energy (eV) = -8.619

=====

Record 6
Entry from the Open Molecules 2025 dataset: a molecular structure, C24H22N4NiO6PS6 (ωB97M-V/def2-TZVPD).

```
! RIJCOSX wB97M-V def2-TZVPD def2/J DEFGRID3
* xyz -2 4
H 5.850 0.773 0.784
H -1.881 -4.267 -5.545
O -1.630 -1.806 -1.489
C -0.183 -3.060 -6.070
C 0.547 -1.469 -4.417
C 2.756 1.553 -0.312
O 0.076 -0.353 -1.817
C 1.928 -2.199 3.960
H 5.951 3.245 1.036
H 2.915 -0.132 2.497
C 1.891 -0.032 2.852
H 1.861 1.074 -0.691
H 1.487 -1.730 -6.320
H 2.026 -2.652 4.955
C -2.808 2.781 -0.248
N 0.807 -2.825 3.275
H -0.901 0.673 2.928
C -0.413 -2.549 3.942
C -0.487 -1.887 -3.542
S -0.445 2.450 1.114
C 3.961 3.545 0.288
H 1.647 -2.871 1.351
C -4.082 4.719 0.999
N -0.623 -1.052 4.099
C 3.845 0.774 0.058
C -1.361 -2.913 -3.974
O 2.686 -1.247 0.409
H 2.834 -2.386 3.386
H 1.953 3.524 -0.487
C 0.700 -2.037 -5.648
H 1.220 -0.691 -4.083
C 3.776 -0.742 -0.008
Ni -0.687 0.418 -0.095
H -0.127 -2.909 1.401
S -4.317 3.671 -0.342
H -1.263 -2.926 3.371
C -0.769 -0.396 2.758
C -1.218 -3.486 -5.205
H -2.154 -3.238 -3.316
N 1.773 -0.757 4.130
H 1.687 1.028 3.022
S -2.471 1.554 -1.405
C 5.053 2.770 0.655
O -0.830 -4.558 -7.664
N -0.039 -3.645 -7.321
C 0.572 -0.475 4.827
C -1.812 -1.274 -0.253
C 2.816 2.936 -0.205
S -5.191 5.859 1.498
H -1.469 -0.885 4.643
H -1.675 -0.803 2.304
H -0.403 -2.968 4.955
C -1.995 3.152 0.775
H 0.590 -0.934 5.822
O 4.776 -1.356 -0.388
C -0.622 -1.274 -2.263
H 4.003 4.623 0.388
S -2.585 4.437 1.797
O 0.884 -3.257 -8.076
H 0.407 0.601 4.904
C 4.998 1.392 0.529
C 0.768 -2.472 1.848
P 0.702 -0.645 1.563
S -2.929 -2.095 0.647
*
```

Summary:
- DFT total energy (a.u.) = -5837.0247
- orbital gap (spin up / spin down) (eV) = 3.948 / 5.126
- HOMO energy (spin up / spin down) (eV) = -1.002 / -2.182

=====

Record 7
Entry from the Open Molecules 2025 dataset: a molecular structure, C24H23BCl3F4N2OSeSiTeV (ωB97M-V/def2-TZVPD).

```
! RIJCOSX wB97M-V def2-TZVPD def2/J DEFGRID3
* xyz -2 3
H 1.811 -3.493 -6.570
C 2.473 -2.880 -5.954
O -1.412 1.346 3.597
H 2.390 0.118 0.265
C 0.793 0.516 3.108
H 2.719 -1.986 -6.532
H 0.842 2.588 3.594
H 1.907 3.324 -1.094
H 4.639 0.573 3.530
C 2.431 -3.111 -0.949
C 1.442 1.698 3.450
C 2.361 -2.946 -3.434
H 3.271 -3.541 -3.436
C -6.049 -0.692 1.543
C 2.912 -0.632 3.098
N -7.177 -0.550 1.755
Te -0.284 -1.359 -0.262
Si -3.307 -0.387 4.687
F -2.697 2.975 1.865
Se -4.278 -0.962 1.099
C 1.534 -0.650 2.938
C 0.664 -1.764 -4.604
H 2.588 -2.295 -0.240
H -1.010 0.456 -3.316
H -0.231 4.543 -1.234
C 0.040 -1.424 -3.405
C -1.221 -0.604 -3.473
H 3.393 -3.577 -1.174
H 1.811 -3.850 -0.435
C -0.687 0.500 2.892
C 3.561 0.556 3.414
H -2.378 3.300 -0.935
H -2.338 0.879 -0.591
H 3.396 -3.441 -5.796
Cl -1.631 -1.444 5.449
Cl -3.673 0.971 6.285
C 2.823 1.720 3.589
N -1.282 -0.260 2.041
H 3.327 2.646 3.841
Cl -4.845 -1.805 5.023
C -1.427 2.784 -0.921
F -4.470 2.246 2.990
C -1.400 1.417 -0.706
B -4.125 3.155 1.905
H 3.484 -1.544 2.973
H 0.218 -1.429 -5.538
F -4.487 4.447 2.191
C 1.772 -2.618 -2.213
V -2.961 0.720 2.454
C -0.195 0.723 -0.628
C 2.353 0.724 -0.642
F -4.657 2.680 0.717
C 1.017 1.407 -0.763
C 1.825 -2.523 -4.641
C 0.971 2.784 -0.997
H -1.697 -0.716 -4.449
H 2.545 0.059 -1.489
H 1.007 -1.560 2.680
C 0.602 -1.843 -2.183
C -0.230 3.470 -1.076
H 3.156 1.461 -0.593
H -1.929 -0.898 -2.698
*
```

Summary:
- DFT total energy (a.u.) = -6821.4950
- orbital gap (spin up / spin down) (eV) = 6.415 / 6.611
- HOMO energy (spin up / spin down) (eV) = -2.662 / -2.857

=====

Record 8
Entry from the Open Molecules 2025 dataset: 3 unconnected molecules or ions with the total composition C24H23BClN2O4PS (ωB97M-V/def2-TZVPD).

```
! RIJCOSX wB97M-V def2-TZVPD def2/J DEFGRID3
* xyz 0 1
H 3.087 -0.504 9.543
H -3.863 -1.720 0.254
C 1.670 -3.748 -5.944
C -2.736 5.002 0.677
C 2.262 0.425 5.948
C 2.076 -1.932 -3.950
H -5.655 7.003 -0.714
H 4.543 1.134 8.347
C -2.871 6.326 1.070
H -2.438 -2.003 1.379
H -4.063 8.110 0.857
H 0.530 -4.000 -8.086
C -0.349 -2.620 -4.581
N 1.801 -0.800 7.969
C 1.036 -2.788 -4.843
C 0.583 -4.335 -6.990
H -1.924 4.388 1.045
C 2.644 -1.135 -1.381
P 0.120 0.136 1.989
N -4.703 5.183 -0.699
C 2.878 -0.216 8.518
H -3.550 0.443 -0.890
H -1.112 -3.213 -5.196
C -2.721 -1.889 0.266
H -0.394 -5.602 -5.496
H 2.235 -0.068 2.766
C 2.221 -0.625 0.050
H 2.362 -3.082 -6.591
S 4.491 -1.353 -1.610
C -0.358 -0.807 -0.842
H 1.985 0.654 4.925
C 3.370 1.015 6.541
O 1.467 0.500 3.007
C -0.347 -5.358 -6.621
O -2.591 0.587 -0.738
C 3.687 0.691 7.853
C -3.928 7.074 0.573
C -3.670 4.482 -0.204
H 3.034 -0.408 0.827
O 3.190 -1.683 -4.478
H 4.734 -2.488 -0.813
C 0.694 -0.470 0.290
C 1.617 -1.425 -2.509
C 1.516 -0.468 6.700
C 0.072 -1.261 -2.251
B -1.930 -0.654 -0.460
C -0.886 -1.580 -3.470
H 2.339 -4.575 -5.532
Cl -0.808 2.041 1.652
C -4.811 6.460 -0.301
H -0.981 -5.913 -7.382
H 0.639 -0.953 6.282
H 3.979 1.721 5.987
H -2.398 -2.845 -0.268
H -2.159 6.770 1.757
O -2.012 -1.077 -3.687
H -3.604 3.453 -0.544
*
```

Summary:
- DFT total energy (a.u.) = -2563.2031
- SMILES string = C=CCC1=CC(=O)c2c(B(C)O)c(P(O)Cl)cc(S)c2C1=O.c1ccncc1.c1ccncc1
- orbital gap (eV) = 7.401
- HOMO energy (eV) = -9.156